# C51H76F24N11O18S8

9 unconnected molecules or ions with the total composition C51H76F24N11O18S8 at a distorted geometry (ωB97M-V with the def2-TZVPD basis set, the Open Molecules 2025 dataset).

```
188
Properties=species:S:1:pos:R:3:forces:R:3
H 1.762 6.790 -1.477 0.07 -0.11 0.68
C -1.119 4.425 1.541 -0.12 0.17 1.33
C -1.127 -2.173 8.217 -0.91 -0.30 0.09
F -3.510 1.713 -8.093 1.71 1.24 -0.29
O 7.418 3.753 2.945 -1.64 -0.18 0.82
H 1.287 5.037 -1.589 0.33 0.00 0.63
H 6.025 -0.383 -3.361 0.39 0.01 0.55
C 5.071 2.292 -1.682 -0.24 0.45 -0.40
N 5.834 1.263 -2.028 -0.87 -1.39 0.48
H -1.197 2.863 -7.361 -0.19 -0.21 0.30
H 4.910 -2.178 -0.498 -0.17 0.16 -0.36
C -0.669 -0.329 3.938 0.34 0.41 0.83
O 1.065 -0.296 -1.325 0.03 1.03 1.19
H -5.831 -4.662 -0.946 0.24 0.27 0.01
H -1.657 5.072 3.282 -0.17 0.20 0.18
S 0.549 0.188 -0.053 -0.51 -0.70 0.50
H -1.364 -0.061 7.856 -0.17 0.15 -0.02
H -2.931 -0.869 7.996 -0.02 -0.18 -0.15
N 2.844 -4.856 -4.325 -0.57 0.06 -0.33
H 3.544 3.628 -2.261 -0.25 -0.05 0.42
C -2.948 0.640 4.218 1.21 0.61 -1.92
O 8.272 4.154 5.792 -2.52 1.33 -0.71
H 3.912 -6.434 -3.554 0.13 0.05 -0.10
C 3.985 -2.326 0.041 0.37 0.00 1.86
C -4.425 -4.329 2.145 0.88 -0.07 -1.58
O 0.367 -0.823 0.969 0.65 0.79 0.03
C -2.940 0.207 5.664 -0.58 -0.90 0.38
H 1.024 -3.037 2.370 0.21 -0.55 0.19
F 5.460 5.370 7.271 0.97 0.82 -0.12
H -0.287 -1.135 9.850 0.46 -0.43 0.72
F -1.386 -8.667 -3.353 0.23 1.35 2.09
F 3.821 5.076 2.942 -0.51 0.16 -0.05
C -0.053 2.770 -4.240 0.73 -0.35 -1.46
S -1.679 0.379 -1.120 -7.40 -1.68 -4.12
C 1.869 1.379 0.604 -0.14 0.82 -0.19
H 7.202 1.553 -0.467 0.04 -0.02 -0.07
N -0.072 2.874 -5.615 1.37 0.22 1.58
N -6.683 2.498 -6.533 0.64 -2.32 -3.11
O -4.362 3.553 -6.296 -0.39 -0.24 0.56
H 1.265 5.417 2.076 -0.04 0.32 -0.12
C 3.570 1.986 -3.606 1.61 -2.25 0.85
C 1.613 5.695 1.081 -0.88 0.28 -0.23
H -3.577 -2.246 5.962 0.03 -0.55 0.07
N -2.074 -5.463 -2.987 -1.19 2.97 -1.86
C -1.162 -7.996 -2.156 0.03 0.60 -2.14
H -3.467 1.560 3.949 -0.42 0.26 1.22
H 4.063 0.237 -4.711 0.35 -0.50 0.12
H -1.819 3.623 1.307 -0.43 0.00 0.00
H -1.006 2.823 -3.736 -0.11 0.01 -0.08
N 2.925 -2.236 2.161 -0.56 -0.49 0.85
H 4.097 -5.372 -1.261 0.01 -0.47 -0.18
C 6.961 0.794 -1.211 0.61 0.77 0.06
F -4.568 0.017 -8.755 -0.43 -0.05 -0.11
H -1.574 4.124 -6.175 -0.32 0.00 -0.11
H 4.763 -1.277 1.811 -0.05 -0.02 0.16
C 4.753 4.264 2.425 2.41 1.42 2.97
H 3.428 -5.214 -6.285 -0.32 -0.02 -0.19
C 6.725 5.926 7.201 -1.85 -0.35 -0.63
H -3.501 -0.026 3.555 0.23 -0.70 0.20
H -0.178 -2.316 7.700 0.08 0.15 -0.01
F -2.551 -1.537 -4.010 -0.66 -1.11 -0.43
F -5.475 2.800 -3.699 0.35 -0.08 0.24
O -1.672 5.436 2.394 0.10 -0.23 -0.94
O 5.727 2.864 4.613 0.59 1.11 -1.42
H -0.426 4.021 -0.364 0.69 0.23 -0.15
H -3.535 -6.852 0.794 0.28 0.61 -0.15
H -2.715 0.983 6.397 -0.17 0.14 -0.27
C 2.876 -1.845 3.632 0.38 -0.23 -1.84
O -1.359 0.564 -2.512 0.78 0.47 -0.12
F -2.257 -8.113 -1.385 0.88 -0.23 -0.18
F 4.138 3.154 2.085 -0.50 -1.38 -0.89
F -0.065 -8.539 -1.605 -1.17 0.49 0.00
O -0.381 -5.570 -1.129 -0.21 -0.65 -0.53
N -0.799 1.146 -0.144 4.22 -0.12 2.02
H -6.533 -4.314 0.634 0.12 -0.38 0.09
C 1.908 -3.031 1.750 0.33 1.45 -3.47
C 2.934 -3.098 -0.451 -0.28 -0.54 -0.62
H -0.195 0.276 6.033 -0.42 0.21 -0.15
F 5.238 4.875 1.343 -0.11 -0.25 -0.78
H 1.097 2.454 -2.495 0.16 -0.18 0.02
C 0.997 6.040 -1.275 -1.82 0.39 0.09
H -3.920 -0.244 5.820 -0.09 0.46 0.67
C -4.472 -6.388 0.486 0.16 1.36 0.69
C 5.452 0.473 -3.038 -1.56 0.53 -2.52
H -0.351 3.949 2.151 0.60 -0.23 -0.57
H -4.650 -6.619 -0.564 -0.12 0.25 0.16
H -1.028 -1.123 3.283 -0.19 -0.60 0.58
O -7.244 1.381 -8.817 1.78 0.24 1.72
H -4.126 -3.292 1.995 0.54 0.10 0.54
H -5.212 -6.821 1.160 -0.41 0.42 -0.30
O 8.325 6.516 5.206 -0.73 -0.10 -0.30
H -1.574 -5.437 3.258 -0.07 -0.23 0.06
H -3.630 -6.162 3.235 -1.15 -0.01 -0.38
H -1.074 1.723 4.206 -0.07 0.21 0.29
H -2.718 -2.215 4.438 0.49 -0.03 0.12
F -3.931 -2.945 -3.109 -1.30 0.18 1.03
H 6.729 -0.136 -0.692 0.00 0.01 -0.33
C -0.684 4.919 0.197 0.13 1.12 0.00
H -3.702 -4.622 4.024 0.34 0.14 0.39
F -4.557 0.529 -6.673 -0.05 -0.26 0.80
C 1.018 2.801 -6.375 1.15 -0.73 1.30
H 1.845 -1.933 3.975 0.23 -0.01 -0.10
H 0.907 -3.829 0.030 0.10 -0.42 -0.47
O -5.697 3.248 -9.010 0.05 -1.24 1.78
H -2.026 2.467 -5.773 -0.44 0.09 -0.62
F -3.012 2.758 -1.417 -0.58 -0.71 0.90
N 6.153 5.372 4.442 2.09 0.15 2.21
F -5.414 4.969 -3.875 -0.82 -0.65 -0.03
O -2.136 -0.989 -0.817 1.15 1.93 0.73
H 2.208 6.608 1.116 0.14 -0.27 0.12
H -1.527 5.361 -0.335 -0.10 0.07 0.10
F 1.874 2.507 -0.092 -0.48 0.68 -0.80
C -2.581 -2.267 5.518 0.13 1.23 0.93
C 3.567 -4.899 -2.075 0.92 -0.64 0.12
C -5.647 -4.178 0.013 -0.51 -0.26 0.44
H 5.353 2.793 -0.768 -0.02 0.36 -0.05
F -3.665 -3.038 -5.277 1.27 0.70 2.16
C -3.241 -4.271 -0.168 0.22 -0.55 1.12
O 0.325 -6.105 -3.437 -0.60 -0.01 1.01
H -5.535 -3.097 -0.072 0.38 -0.11 -0.26
S 6.247 3.981 3.802 -1.27 -2.87 -2.36
C 2.615 -5.496 -5.615 0.31 -1.80 -0.42
C -1.291 3.079 -6.297 -2.34 0.68 -0.15
F 7.361 5.478 8.271 0.33 0.53 -0.70
C -6.067 3.850 -4.290 0.54 -0.31 -1.38
H -3.065 -3.221 0.064 -0.12 -0.01 -0.11
H -1.056 7.604 0.005 0.06 -0.05 0.17
H -1.988 -3.101 5.893 -0.13 0.05 -0.35
H 0.160 6.269 -1.934 -0.11 0.25 0.02
H -0.340 7.489 1.669 -0.13 -0.64 -0.20
H -3.448 -4.418 -1.228 -0.13 -0.08 0.29
H -0.588 -2.952 10.224 0.65 0.29 -0.30
H 3.517 -2.609 4.073 0.10 0.71 0.70
C 4.354 0.814 -3.846 -0.21 0.89 0.26
H 2.177 4.854 0.678 -0.12 0.21 -0.16
H 0.619 8.128 0.350 -0.11 0.04 -0.14
H 0.335 -0.167 3.545 0.20 0.19 0.30
F 3.062 0.811 0.281 -0.63 -0.06 1.53
O -6.347 4.951 -6.814 1.23 -2.11 2.06
H 2.930 2.033 -6.495 0.73 0.54 0.29
H 1.607 -5.362 -6.007 0.13 0.85 0.19
H -1.847 -1.801 10.226 -0.18 0.11 -0.07
H 0.967 2.985 -7.438 -0.38 -0.14 0.01
C -0.901 -2.029 9.736 -0.78 1.07 -0.69
C 2.976 -3.707 -1.836 -1.65 2.50 -1.60
C 3.523 -5.449 -3.345 -0.53 -0.43 0.08
H -1.670 -3.115 8.137 -0.27 0.05 -0.56
H 7.779 0.720 -1.928 0.25 -0.36 0.46
C 2.241 -3.663 -4.194 0.58 -0.50 1.44
H -5.408 -4.218 2.602 -0.31 -0.81 -0.54
H 1.682 -3.360 -5.067 -0.11 0.46 0.28
H 2.602 -6.575 -5.465 0.49 -0.02 0.05
C 1.836 -3.384 0.355 0.31 0.48 2.70
C -3.505 -5.094 3.061 0.73 -0.17 0.32
H 3.190 -0.802 3.614 0.32 -0.23 0.82
H -1.385 1.142 2.630 -0.90 -0.04 -0.21
C -0.162 7.409 0.597 0.79 -0.44 -0.90
S -1.562 -3.968 -3.709 -0.37 0.09 0.38
F 6.616 7.278 7.208 0.15 -1.65 0.23
O -0.969 -4.147 -4.993 0.04 -0.15 -0.65
C -4.589 1.037 -7.890 -2.18 -0.49 -0.57
C -3.072 -2.770 -4.056 0.95 -1.16 -1.96
C 3.976 -1.876 1.379 -1.27 -1.13 -1.19
S -6.182 2.153 -8.173 -2.13 -0.23 -1.45
N 0.413 6.032 0.164 1.09 -1.19 0.15
N -1.983 -0.968 6.068 0.72 1.07 -1.22
O -0.801 -3.205 -2.741 -0.26 -0.13 -0.03
C 3.990 2.668 -2.474 -0.11 1.25 0.07
S -5.819 3.704 -6.193 0.23 5.70 0.00
F 1.702 1.801 1.889 0.59 -1.70 -1.16
C 2.207 2.413 -5.788 0.27 -0.92 2.08
S 7.501 5.381 5.514 2.26 0.93 1.26
H 0.158 -1.370 5.644 -0.44 -0.36 0.41
H -2.380 -4.869 0.132 0.04 0.22 -0.23
F -7.331 3.823 -3.910 0.07 0.69 0.03
F -4.286 1.022 -1.818 0.83 0.44 0.98
C 2.329 -3.060 -2.961 -0.01 0.17 0.95
O -2.150 -4.996 2.630 0.01 1.00 -0.15
N -4.422 -4.783 0.663 -1.10 -1.70 -0.52
H 1.818 -2.113 -2.868 -0.07 0.05 0.42
F -3.758 1.447 0.303 0.07 0.80 -1.47
C -1.921 -0.962 7.598 1.19 -1.08 0.28
C -1.527 0.884 3.679 0.61 -0.06 0.18
C -0.577 -0.582 5.480 -0.67 -1.34 -1.24
C 2.321 2.271 -4.335 -1.65 1.25 -1.71
C -3.349 1.510 -1.010 1.67 -1.60 0.17
S -0.772 -6.058 -2.458 3.06 -2.59 1.16
C 1.137 2.514 -3.572 0.57 0.10 -1.38
```
Forces are in eV/Å.

Output
Highest occupied orbital energy, eV: -12.2
Total charge: +3
Molar mass, Da: 1843.72
Energy, Ha: -9526.440763
Frontier orbital gap, eV: 3.35
LUMO level, eV: -8.827